Here is a structure of composition C23H49N2OP3STl at a distorted geometry from OMol25. Energies are from ωB97M-V/def2-TZVPD.

Structure (XYZ):
```
80
Properties=species:S:1:pos:R:3:forces:R:3:lowdin_charge:R:1
Tl -0.14104 -2.24371 -1.43631 -0.45 0.12 1.33 0.9906
P -0.85111 3.21049 1.22647 0.20 -0.17 0.42 0.8827
P -2.88280 -0.31292 -0.99164 -0.53 -0.29 0.16 0.7268
P 2.45701 1.72110 -0.08919 0.70 0.35 0.35 0.7649
H 0.21833 -1.79912 -7.49629 0.41 -0.18 0.04 0.0778
C 1.25576 -2.03351 -7.22752 0.01 0.32 -0.25 -0.0124
C 1.57877 -3.14078 -6.54744 0.01 -0.19 -0.08 -0.0409
H 0.83708 -3.92091 -6.33489 0.28 0.34 -0.01 0.0811
C -1.47068 4.82695 0.74815 -0.09 0.23 -0.38 -0.2001
C -2.17648 2.24254 1.96462 -0.24 -0.20 -0.20 -0.2040
C 0.41567 3.44503 2.49290 0.15 -0.02 -0.10 -0.2120
C -3.31461 -1.76683 -2.03782 -0.01 0.00 -0.22 -0.3618
C -3.75328 -0.81409 0.55336 0.44 -0.08 0.28 -0.2678
C -4.15230 0.82954 -1.67173 0.37 0.29 -0.32 -0.2861
C 3.65765 0.87404 -1.18970 -0.29 -0.14 -0.28 -0.3464
C 3.45808 1.61751 1.46156 -0.29 -0.25 -0.07 -0.2902
C 2.84889 3.47173 -0.54062 -0.30 -0.20 -0.21 -0.2957
H 2.02611 -1.36042 -7.63123 -0.36 -0.25 0.36 0.0861
H 2.62111 -3.35984 -6.28666 -0.39 0.03 -0.10 0.0867
H -1.73403 5.42384 1.63746 0.11 -0.35 -0.25 0.0856
H -2.36599 4.71262 0.11833 0.28 0.06 0.19 0.0687
H -0.70326 5.37125 0.17758 -0.22 -0.16 0.18 0.0701
H -2.49823 2.72951 2.89518 0.13 -0.03 -0.22 0.0852
H -1.85222 1.21536 2.18878 0.10 0.21 -0.06 0.0331
H -3.03700 2.20858 1.28195 0.23 0.03 0.15 0.0464
H -0.03180 3.97284 3.34847 0.05 -0.15 -0.28 0.0850
H 1.24253 4.05091 2.10115 -0.22 -0.14 0.11 0.0498
H 0.80060 2.47506 2.83231 -0.13 0.23 -0.15 0.0366
H -4.40794 -1.85545 -2.09291 0.30 -0.22 0.00 0.0674
H -2.89996 -2.69745 -1.62444 -0.22 0.05 -0.09 0.0113
H -2.91937 -1.61806 -3.05003 -0.28 -0.11 0.27 -0.0076
H -4.42395 -0.00766 0.87644 0.15 -0.27 -0.03 0.0496
H -3.00556 -1.00064 1.33675 -0.31 -0.04 -0.05 0.0152
H -4.33571 -1.72635 0.37437 0.04 0.27 0.14 0.0575
H -5.05909 0.27361 -1.94579 0.18 0.22 0.17 0.0612
H -3.74165 1.31893 -2.56395 -0.30 0.04 0.14 0.0327
H -4.39717 1.59453 -0.92417 0.04 -0.13 -0.27 0.0378
H 4.63206 1.37839 -1.20982 -0.19 -0.19 -0.01 0.0636
H 3.23664 0.82606 -2.20325 0.32 0.17 0.20 -0.0296
H 3.77515 -0.15760 -0.83530 0.14 0.13 -0.03 0.0256
H 4.48973 1.94949 1.28519 -0.26 -0.05 0.09 0.0601
H 3.46233 0.56877 1.78838 0.08 0.28 0.08 0.0401
H 2.99655 2.23031 2.24374 0.24 -0.16 -0.09 0.0176
H 3.93495 3.62602 -0.60824 -0.32 0.05 0.07 0.0574
H 2.41919 4.15329 0.20479 0.19 -0.06 -0.22 0.0192
H 2.38558 3.68637 -1.51277 0.19 0.14 0.18 0.0369
C 1.21232 -1.17299 -4.00940 2.25 -0.91 0.74 -0.7571
C 1.03211 0.17124 -4.41635 -0.70 1.25 -0.68 -0.0222
C -0.21113 0.59967 -4.85326 0.85 0.55 0.03 0.0120
C -1.28165 -0.29709 -4.93975 0.09 -0.16 0.06 0.0470
C -1.09394 -1.64857 -4.62750 0.35 -1.16 0.07 -0.0737
C 0.15514 -2.11042 -4.22049 -1.42 -0.45 -0.96 -0.2658
S 2.62198 -1.59811 -3.19576 -1.21 0.28 -0.94 0.9678
H -0.26739 2.51104 0.10459 -0.47 0.50 0.75 0.0117
H 1.88816 0.83675 -4.33536 -0.24 0.03 -0.06 0.1315
H -0.34987 1.63744 -5.15077 0.03 -0.21 0.08 0.1414
H -2.25648 0.04020 -5.29484 0.22 -0.02 0.10 0.1526
H -1.91723 -2.36474 -4.74658 0.43 0.35 -0.09 0.1443
H 0.34898 -3.17953 -4.09442 -0.09 0.37 0.14 0.1079
C -0.66614 0.34944 4.88990 -0.34 0.29 0.06 -0.0402
N 0.01269 -0.91019 4.71656 -0.38 0.04 -1.00 -0.0916
C 1.20462 -1.14532 5.49833 0.45 -0.09 0.00 -0.1517
C 1.44091 -2.63257 5.63669 0.17 -0.23 0.91 -0.1367
C 1.15739 -3.42769 4.37917 0.21 -0.84 0.04 -0.1475
N 0.68480 -2.61095 3.28514 -0.62 0.81 -0.83 -0.0877
C 0.55633 -3.24366 1.99263 -0.10 -0.16 -0.14 -0.0806
C -0.07302 -1.47431 3.46178 0.12 -0.06 0.42 -0.4608
O -0.76688 -0.99031 2.54521 0.42 -0.19 0.29 -0.0177
H -0.61000 0.64099 5.94281 -0.08 -0.07 -0.22 0.1035
H -1.71546 0.23966 4.59708 0.19 0.10 0.13 0.0958
H -0.22310 1.15579 4.28233 -0.02 -0.14 0.13 0.0659
H 2.09202 -0.67980 5.03192 -0.27 0.07 0.06 0.1337
H 1.05402 -0.68503 6.47854 0.14 -0.12 -0.15 0.1319
H 0.80646 -3.02985 6.43359 0.12 0.16 -0.02 0.1253
H 2.47823 -2.79399 5.93715 -0.12 0.01 0.11 0.1241
H 0.42859 -4.22575 4.61047 0.17 0.27 -0.19 0.1397
H 2.07213 -3.93098 4.03805 -0.23 0.11 0.04 0.1288
H 1.10039 -4.19278 1.99491 -0.09 0.20 0.03 0.1035
H -0.49590 -3.43035 1.72908 0.17 -0.05 0.10 0.0880
H 0.98638 -2.59662 1.21232 0.05 -0.03 0.06 0.0211
```
Forces are in eV/Å.

Computed properties:
* multiplicity: 1
* energy above the lowest of the compared OMol25 structures with the same formula, charge and spin: 0.0 kcal per mole
* HOMO-LUMO gap (spin up / spin down): 2.6 / 2.7 eV
* total charge: +3
* LUMO level (spin up / spin down): -12.7 / -12.7 eV
* E_HOMO (spin up / spin down): -15.3225 / -15.3234 eV

Here is a structure of composition C23H49N4P3SeSn at a distorted geometry from OMol25. Energies are from ωB97M-V/def2-TZVPD.

Structure (XYZ):
```
81
Properties=species:S:1:pos:R:3:forces:R:3:lowdin_charge:R:1
Sn -0.29461 -0.19227 -1.34063 -0.12 0.02 0.05 0.5619
P 1.63845 0.57875 -2.96410 1.06 0.47 -1.06 0.6891
P -1.74915 2.08439 -0.98159 -0.99 1.51 -0.02 0.7100
P 0.48003 -2.71131 -0.70436 0.35 -1.72 0.18 0.7167
H -4.70532 -0.98538 1.50191 0.31 -0.23 0.15 0.0620
C -3.89556 -1.66148 1.80182 0.52 0.17 0.37 -0.0849
C -2.98480 -1.30066 2.72566 -0.43 -0.06 -0.78 -0.0717
H -2.99388 -0.30212 3.17346 -0.12 -0.38 -0.03 0.0597
C 1.41841 0.32441 -4.75199 -0.57 -0.31 0.02 -0.2347
C 2.03233 2.35179 -2.86202 -0.38 0.16 0.44 -0.2205
C 3.25522 -0.19688 -2.65552 -0.18 -0.33 0.50 -0.2239
C -3.03314 1.94232 0.30774 0.03 -0.53 0.23 -0.2135
C -0.87787 3.63229 -0.54595 0.54 -0.11 0.02 -0.2211
C -2.69094 2.52217 -2.47830 0.14 -0.38 -0.39 -0.2377
C -0.45043 -3.42545 0.68969 -0.40 0.44 0.22 -0.2153
C 2.21719 -2.99542 -0.21533 0.31 0.46 0.00 -0.2151
C 0.17412 -3.89379 -2.05415 -0.17 0.30 -0.46 -0.2266
H -3.90695 -2.66653 1.35872 -0.02 0.37 0.32 0.0569
H -2.22261 -1.99766 3.08097 -0.24 0.15 -0.05 0.0529
H 2.29113 0.74923 -5.26763 -0.17 -0.07 0.20 0.0887
H 0.50834 0.81831 -5.11058 0.19 -0.04 0.00 0.0586
H 1.34761 -0.74487 -4.98212 0.04 0.19 -0.01 0.0664
H 2.76838 2.58211 -3.64376 -0.14 -0.10 0.16 0.0895
H 2.46443 2.59764 -1.88382 -0.07 0.00 -0.22 0.0510
H 1.13780 2.96355 -3.02670 0.21 -0.06 -0.05 0.0540
H 3.97459 0.21410 -3.37608 -0.19 -0.04 0.11 0.0906
H 3.19824 -1.28331 -2.78799 0.08 0.20 -0.04 0.0586
H 3.60676 0.02584 -1.63997 0.00 -0.06 -0.22 0.0509
H -3.95398 2.42716 -0.04618 0.30 -0.09 0.10 0.0801
H -2.69856 2.43716 1.23034 -0.11 -0.19 -0.25 0.0625
H -3.24720 0.88757 0.52856 -0.05 0.26 0.05 0.0180
H -1.45334 4.49635 -0.90947 0.03 -0.28 0.13 0.0901
H 0.11468 3.66516 -1.01606 -0.25 0.12 0.13 0.0297
H -0.76453 3.71215 0.54467 -0.02 0.02 -0.34 0.0466
H -3.53428 3.16916 -2.19662 0.29 -0.12 -0.05 0.0835
H -3.07469 1.60546 -2.95040 -0.03 0.41 0.08 0.0138
H -2.04531 3.04797 -3.19582 -0.19 -0.15 0.14 0.0726
H -0.62833 -4.49033 0.48526 0.10 0.29 0.09 0.0800
H -1.41448 -2.91594 0.81869 0.15 -0.21 0.07 0.0204
H 0.13767 -3.32824 1.61311 -0.26 -0.02 -0.23 0.0607
H 2.54908 -3.97294 -0.59505 -0.14 0.25 0.08 0.0884
H 2.30035 -2.99780 0.88046 0.01 0.01 -0.36 0.0533
H 2.87209 -2.21454 -0.62535 -0.03 -0.33 0.12 0.0258
H 0.04247 -4.89465 -1.61991 0.11 0.25 -0.14 0.0810
H 1.02156 -3.90139 -2.75197 -0.23 -0.01 0.11 0.0732
H -0.73626 -3.60258 -2.59917 0.27 -0.28 0.13 0.0204
C -3.30324 -1.92428 -3.18836 0.98 0.70 0.25 -0.5230
C -4.07319 -1.86785 -2.01604 -1.00 -0.41 0.87 -0.0884
C -5.26012 -2.59958 -1.91872 1.15 1.02 0.67 0.0081
C -5.71561 -3.36228 -3.00473 -0.05 -0.19 -0.24 0.0610
C -4.93493 -3.44911 -4.16781 1.01 0.35 -0.63 0.0221
C -3.73333 -2.73854 -4.26174 -0.63 -0.61 -0.80 -0.0526
Se -1.69138 -0.86788 -3.42025 -1.30 -1.22 -0.73 0.7673
H 0.84363 0.39625 0.70074 0.54 0.40 1.12 0.0159
H -3.72183 -1.24151 -1.19635 -0.27 -0.23 -0.02 0.0839
H -5.82584 -2.57698 -0.98928 0.02 0.07 -0.25 0.1346
H -6.66960 -3.88749 -2.94324 0.24 0.09 -0.01 0.1536
H -5.26507 -4.07081 -5.00610 0.16 0.27 0.31 0.1490
H -3.11739 -2.80143 -5.16008 -0.28 -0.04 0.15 0.1280
C 2.20180 -0.28246 2.20119 0.73 0.08 1.12 -0.1039
N 1.31179 0.77549 1.57315 -0.54 -0.43 -0.80 -0.0538
C 2.17212 1.97348 1.22021 0.59 0.70 0.84 -0.1085
N 2.78709 2.50193 2.42816 -0.52 -0.80 -0.18 -0.0573
C 3.63061 1.45096 3.05659 0.06 -0.02 -0.27 -0.1111
N 2.83240 0.25564 3.40437 -0.79 0.34 -0.68 -0.0572
C 1.79123 0.69327 4.37081 -0.11 -0.35 -0.08 -0.1102
N 0.89837 1.71256 3.77935 0.22 -0.36 -1.01 -0.0630
C 0.24957 1.17755 2.58929 0.24 0.45 1.18 -0.0927
C 1.73573 2.87205 3.40531 -0.15 0.13 -0.15 -0.1139
H 2.96859 -0.55169 1.46551 -0.13 0.04 0.11 0.1326
H 1.57380 -1.15101 2.44496 0.12 0.25 -0.02 0.1349
H 1.53421 2.72994 0.74548 0.08 -0.17 0.13 0.1203
H 2.94501 1.62590 0.52607 -0.08 0.05 0.06 0.1314
H 4.05166 1.86239 3.98286 0.05 -0.16 -0.38 0.1528
H 4.42961 1.16223 2.36210 -0.06 0.13 0.23 0.1438
H 1.20003 -0.17936 4.67957 0.16 0.25 0.07 0.1447
H 2.29632 1.14853 5.23344 -0.24 -0.34 -0.18 0.1528
H -0.39342 1.94283 2.13107 0.19 -0.23 0.06 0.1199
H -0.32537 0.27935 2.84925 0.08 0.18 -0.18 0.1319
H 2.22497 3.23264 4.31959 -0.22 0.14 -0.38 0.1534
H 1.09426 3.64533 2.95944 0.22 -0.04 0.28 0.1409
```
Forces are in eV/Å.

Computed properties:
* multiplicity: 1
* energy above the lowest of the compared OMol25 structures with the same formula, charge and spin: 0.0 kcal per mole
* HOMO-LUMO gap (spin up / spin down): 5.8 / 4.4 eV
* total charge: +4
* LUMO level (spin up / spin down): -13.6 / -14.6 eV
* E_HOMO (spin up / spin down): -19.3633 / -18.9379 eV

Here is a structure of composition C23H50AlN5OP2 at a distorted geometry from OMol25. Energies are from ωB97M-V/def2-TZVPD.

Structure (XYZ):
```
82
Properties=species:S:1:pos:R:3:forces:R:3:lowdin_charge:R:1
Al -0.18693 0.00156 -0.00223 0.93 0.08 -1.51 0.2141
P -0.06665 -2.32133 -0.38856 -0.56 -0.72 -0.43 1.0462
P -0.06745 2.34761 -0.14905 -0.54 0.82 -0.38 1.0485
N 0.15486 0.10398 -2.04631 0.77 -0.03 1.44 -0.2020
C 0.00496 -2.32317 -2.22660 0.00 0.34 -0.17 -0.2653
H 0.47491 -3.23859 -2.60670 -0.15 0.14 0.19 0.1022
H -1.02908 -2.28160 -2.60023 0.25 -0.06 0.14 0.1036
C 0.74830 -1.06490 -2.70886 -0.34 0.07 0.24 -0.2989
H 1.83395 -1.16470 -2.49727 -0.21 0.04 -0.07 0.1155
H 0.66345 -0.97492 -3.81024 -0.05 -0.10 0.46 0.1342
C 0.74813 1.33678 -2.58577 -0.35 -0.13 0.24 -0.2977
H 0.66325 1.35983 -3.69041 -0.05 0.05 0.46 0.1340
H 1.83374 1.41404 -2.36486 -0.22 -0.03 -0.08 0.1154
C 0.00504 2.53870 -1.97707 -0.02 -0.30 -0.20 -0.2658
H -1.02912 2.53594 -2.35292 0.25 0.03 0.15 0.1051
H 0.47469 3.48843 -2.26129 -0.14 -0.17 0.17 0.1020
C 1.45444 3.17307 0.48718 0.01 -0.02 0.06 -0.4936
C 1.77496 2.82395 1.93553 0.29 0.26 0.31 -0.1018
H 2.76529 3.21285 2.20528 -0.18 -0.03 -0.16 0.1111
H 1.80680 1.74333 2.10328 -0.04 0.19 0.00 0.0439
H 1.06121 3.28002 2.63971 0.38 -0.11 -0.38 0.0786
C -1.63574 3.12571 0.39191 -0.15 0.44 -0.07 -0.5159
C -1.74860 3.19984 1.90757 -0.26 0.04 0.30 -0.1144
H -2.77076 3.46538 2.20696 0.17 0.10 -0.19 0.1118
H -1.07295 3.94201 2.34765 -0.12 -0.02 -0.17 0.0995
H -1.53545 2.24285 2.37515 -0.16 0.55 -0.34 -0.0040
C -1.63504 -3.14770 0.06906 -0.17 -0.51 -0.09 -0.5178
C -1.74802 -3.37853 1.56990 -0.26 -0.08 0.28 -0.1136
H -2.77059 -3.67347 1.83996 0.18 -0.08 -0.20 0.1118
H -1.53535 -2.47511 2.13418 -0.16 -0.53 -0.38 -0.0040
H -1.07255 -4.16195 1.93192 -0.12 0.04 -0.16 0.1000
C 1.45449 -3.20638 0.15960 0.02 -0.01 0.05 -0.4941
C 1.77612 -3.00887 1.63513 0.30 -0.26 0.31 -0.1033
H 2.76590 -3.42216 1.86495 -0.16 0.02 -0.17 0.1111
H 1.06197 -3.53444 2.28995 0.39 0.15 -0.36 0.0815
H 1.80986 -1.95060 1.91217 -0.02 -0.23 -0.03 0.0433
C 1.86266 -0.00837 0.16562 4.35 -0.01 0.35 -0.0339
O 3.01340 -0.00741 0.14633 -3.58 0.01 -0.22 0.2342
C -1.91243 4.48841 -0.25648 -0.14 0.07 -0.02 -0.0769
H -1.24420 5.26685 0.12210 -0.12 -0.17 -0.07 0.0757
H -1.83072 4.45433 -1.34399 -0.01 0.05 0.07 0.0762
H -2.93700 4.79101 -0.01315 0.16 -0.05 -0.04 0.1006
C -1.91236 -4.43902 -0.71496 -0.13 -0.04 -0.01 -0.0760
H -2.93724 -4.76443 -0.50355 0.17 0.06 -0.04 0.1005
H -1.83074 -4.29343 -1.79333 -0.01 -0.07 0.07 0.0760
H -1.24398 -5.25176 -0.41761 -0.12 0.17 -0.05 0.0753
C 1.44236 -4.69362 -0.21905 0.21 -0.07 0.00 -0.0741
H 2.44896 -5.10249 -0.06309 -0.21 0.11 -0.04 0.1032
H 0.76143 -5.26789 0.41636 0.07 0.14 -0.09 0.0817
H 1.18252 -4.86041 -1.26648 -0.01 -0.03 0.13 0.0783
C 1.44251 4.69141 0.26291 0.20 0.06 0.00 -0.0741
H 0.76148 5.19759 0.95360 0.07 -0.13 -0.11 0.0816
H 2.44900 5.08208 0.45985 -0.20 -0.10 -0.04 0.1030
H 1.18260 4.96461 -0.76200 -0.01 0.02 0.13 0.0783
H 2.24083 2.73112 -0.14069 -0.07 0.10 -0.07 0.1106
H 2.24057 -2.70226 -0.41975 -0.06 -0.09 -0.08 0.1109
H -2.39123 2.41136 0.02283 0.12 0.13 0.00 0.1003
H -2.39154 -2.40180 -0.22424 0.13 -0.15 0.00 0.0845
H -2.85507 -0.22650 -1.15859 0.18 -0.13 -0.82 0.0982
H -2.93490 -0.06683 -0.45630 -0.17 0.20 0.84 0.0554
C -0.10679 0.97477 3.55294 -0.56 0.91 0.87 -0.1903
N -0.56432 -0.09966 2.55933 -0.06 0.03 -1.15 -0.0400
C -2.13230 -0.11692 2.36815 -0.05 -0.06 1.48 -0.1696
N -2.77501 -0.20658 3.68117 0.21 0.00 0.26 -0.0722
C -2.36303 0.95088 4.54286 0.61 -0.63 -0.62 -0.1089
N -0.89416 0.92114 4.79082 -0.04 0.41 0.30 -0.0724
C -0.55833 -0.30591 5.54203 -0.49 0.11 -1.97 -0.1243
N -0.86835 -1.42940 4.63218 -0.11 -0.42 0.23 -0.0696
C -0.08808 -1.28449 3.39394 -0.51 -1.22 0.66 -0.1967
C -2.34234 -1.45082 4.39768 0.63 0.66 -0.57 -0.1103
H 0.95196 0.75566 3.78146 -0.60 0.04 0.02 0.1247
H -0.07438 2.02926 3.23229 -0.52 -1.19 -0.24 0.0712
H -2.50646 -0.94132 1.72429 0.81 0.10 0.56 0.0955
H -2.53269 0.76720 1.83040 0.76 -0.12 0.53 0.0983
H -2.88275 0.87045 5.50048 0.12 -0.03 -0.13 0.1364
H -2.67294 1.88779 4.07148 0.15 -0.19 0.08 0.1150
H 0.50115 -0.31054 5.76118 0.21 0.00 0.22 0.1305
H -1.15296 -0.37310 6.43888 -0.09 -0.02 0.30 0.1308
H -0.03709 -2.27912 2.91060 -0.55 1.34 0.08 0.0671
H 0.96679 -1.08348 3.65782 -0.60 -0.07 -0.02 0.1257
H -2.85061 -1.49056 5.36492 0.14 0.07 -0.14 0.1362
H -2.65085 -2.33383 3.83060 0.16 0.22 0.09 0.1126
```
Forces are in eV/Å.

Computed properties:
* multiplicity: 1
* HOMO-LUMO gap: 7.4 eV
* total charge: +2
* LUMO level: -6.4 eV
* E_HOMO: -13.8277 eV